## a
Here is C3H5N3 in the gas phase from the OMol25 dataset. Energies are from ωB97M-V with the def2-TZVPD basis set.

The geometry in XYZ format:
```
11
Properties=species:S:1:pos:R:3:mulliken_charge:R:1
C 0.47 -1.41 0.66 -0.776
N 0.72 -0.33 -0.26 -0.279
C -0.28 0.57 -0.44 0.791
N -1.45 0.44 0.06 -0.668
C 0.01 1.85 -1.05 -0.074
N -0.10 2.99 -0.90 -0.365
H 0.59 -1.11 1.71 0.278
H 1.13 -2.25 0.43 0.301
H -0.57 -1.72 0.52 0.297
H 1.67 -0.04 -0.45 0.236
H -2.06 1.18 -0.26 0.258
```

## Properties
frontier orbital gap: 10.2 eV
spin multiplicity: 1
total charge: 0
SMILES: [H]/N=C(\C#N)NC

## b
Here is C3H5N3 in the gas phase from the OMol25 dataset. Energies are from ωB97M-V with the def2-TZVPD basis set.

The geometry in XYZ format:
```
11
Properties=species:S:1:pos:R:3:mulliken_charge:R:1
N 1.24 -1.60 -0.32 -0.738
C 0.46 -0.62 -0.12 0.489
C -0.22 0.43 -1.00 -0.357
N -1.14 1.17 -0.14 -0.520
C -0.87 0.79 1.04 -0.081
N 0.09 -0.20 1.15 -0.151
H 1.41 -1.74 -1.32 0.232
H 0.59 1.10 -1.30 0.247
H -0.70 0.06 -1.91 0.327
H -1.35 1.18 1.94 0.359
H 0.49 -0.58 1.99 0.193
```

## Properties
frontier orbital gap: 10.0 eV
spin multiplicity: 1
total charge: 0
SMILES: [H]/N=C1\CN=CN1

Stability comparison, relative energies in hartree: a 0.0317; b 0.0000